Entry 1:
This record from the Open Molecules 2025 dataset describes a structure of composition C11H14F6HoN2O7S3. The level of theory is wB97M-V/def2-TZVPD.

```
44
C11H14F6HoN2O7S3, DFT wB97M-V/def2-TZVPD
H 3.32402 0.27824 5.08032
C -3.42286 0.34585 0.89311
C 2.06808 1.16852 3.61103
H -0.73181 1.45286 -3.38701
N -2.24686 -1.95377 -0.25701
S 0.49379 2.32711 1.68039
C -1.33815 -3.37128 1.78466
H 0.17234 -1.97901 -3.87040
H 4.38759 -1.28846 3.42255
O 0.35419 -2.41234 0.05381
O 1.98312 0.34687 0.09975
F -4.59339 0.93449 0.69074
S -2.96029 -0.62395 -0.66553
H -1.25014 -0.93875 -3.55497
H 1.98914 0.50342 -2.41222
C 0.29274 1.62228 -3.04175
O 0.27591 2.17966 -1.72446
S -0.90080 -1.94403 0.66633
C 3.03051 0.29413 4.03916
H 0.80027 2.31122 -3.72330
H -0.16362 3.85763 -0.66752
F -2.50072 1.33417 1.08829
O -4.18614 -0.89281 -1.34385
H 1.32683 -0.00810 -3.98924
H 1.57215 1.84805 4.28745
C -0.44344 -1.51595 -3.09703
H -1.38588 3.41720 -1.89628
C 1.66621 1.20576 2.26318
C -0.31784 3.47746 -1.67319
N 2.28973 0.33696 1.40960
F -0.44172 -3.46535 2.76905
F -2.54289 -3.17596 2.32433
F -3.49948 -0.40309 1.96942
C 1.07352 0.32511 -2.98048
H -0.87033 -2.28232 -2.45828
F -1.35174 -4.51068 1.09712
Ho -0.12388 0.45326 -0.13305
O -2.04790 0.37642 -1.30974
H 0.17329 4.13539 -2.39189
H 3.62435 -1.16791 1.03865
C 3.23448 -0.53594 1.82112
O 0.37574 -0.69385 -2.26996
C 3.62862 -0.58099 3.12496
O -0.81671 -0.78756 1.63215
```

## Properties
Total charge: 0
Gap between HOMO and LUMO (alpha / beta) in eV: 5.00 / 8.63
<S²>: 8.75
Relative energy (zero: lowest compared OMol25 entry of this formula, charge and spin) in eV: 0.0000
2S+1: 6

Entry 2:
This record from the Open Molecules 2025 dataset describes a structure of composition C11H14MnO3PSe2Te2. The level of theory is wB97M-V/def2-TZVPD.

```
34
C11H14MnO3PSe2Te2, DFT wB97M-V/def2-TZVPD
H -0.66333 -1.75503 -3.34227
Te 3.54089 -1.22676 2.93633
Te 4.68732 -2.71750 0.89640
H -0.45266 4.92892 -1.57549
H -3.78625 -3.27970 1.41971
H -0.33740 2.46578 -1.44301
Mn 1.03876 -2.09248 0.52628
H 3.04120 2.76299 1.16758
C 1.38613 -0.19222 0.02933
Se 2.66803 -3.52500 -0.39854
C 1.38931 1.02915 -0.04501
C -3.38042 -3.65386 0.47715
H 0.34884 -2.71514 -2.24473
C 0.37855 3.07431 -0.90614
H -1.57701 0.84886 0.63317
H -3.66333 -4.69931 0.35255
O -1.96012 -3.60422 0.50676
C -1.72933 -0.03564 1.25402
H -3.77460 -3.05579 -0.34446
C 1.36136 2.44339 -0.13209
O -1.58350 -2.25495 -1.58887
Se 1.20818 -2.19625 2.85882
H -0.98786 -3.50375 -3.11169
H -0.79049 -0.24874 1.77517
O -2.14837 -1.13852 0.46260
C 0.31170 4.45256 -0.97425
C -0.67237 -2.57753 -2.62514
H 1.15978 6.31263 -0.32048
P -1.13721 -2.30879 -0.01981
C 2.28192 3.23852 0.56056
C 1.22362 5.23271 -0.27889
H -2.51252 0.15388 1.98849
C 2.20602 4.61692 0.48365
H 2.92517 5.22055 1.02232
```

## Properties
Total charge: -1
Gap between HOMO and LUMO (alpha / beta) in eV: 5.89 / 6.01
<S²>: 1.04
2S+1: 2

Entry 3:
This record from the Open Molecules 2025 dataset describes the molecule C11H14N2. The level of theory is wB97M-V/def2-TZVPD.

```
27
C11H14N2, DFT wB97M-V/def2-TZVPD
H -0.00676 2.34453 1.34854
N -3.19527 -1.17225 -0.25207
H -0.78328 2.66341 -0.25536
C 1.58825 0.36810 -0.31227
H -1.83878 -2.71077 0.18437
H 0.71576 0.12496 -0.91377
H 0.70722 -2.44648 -1.04834
H 1.09304 0.55277 1.64519
C 0.54348 -1.29663 0.84676
H 1.46211 2.56612 -1.15428
H 2.47913 -0.75872 -1.92979
C -0.18763 1.91006 0.26599
C -0.87591 -0.74976 0.31346
H 1.94666 -2.86952 0.19753
C -1.98567 -1.58016 0.13180
C -1.07885 0.64011 0.24199
C 2.34242 -0.77600 -0.86720
H 0.44554 -1.75355 1.86558
C -2.40882 1.01325 -0.06348
C -3.39920 0.13712 -0.27552
H 3.24001 -0.91976 -0.34443
C 1.42036 1.86592 -0.22100
H -4.42061 0.58240 -0.51018
C 1.39456 -1.98170 -0.24946
H -2.75017 2.04513 -0.21683
N 1.39329 -0.16366 1.07142
H 2.15914 2.36510 0.50133
```

## Properties
Total charge: 0
Gap between HOMO and LUMO in eV: 9.64
SMILES string: c1cc2c(cn1)[C@H]1CC[C@H](CC2)N1
Relative energy (zero: lowest compared OMol25 entry of this formula, charge and spin) in eV: 3.5171

Entry 4:
This record from the Open Molecules 2025 dataset describes the molecule C11H14N2O2. The level of theory is wB97M-V/def2-TZVPD.

```
29
C11H14N2O2, DFT wB97M-V/def2-TZVPD
H -1.66584 0.05877 -1.67405
C 0.46546 -0.12831 1.95132
C -0.52811 -0.05176 -1.77877
H 0.40973 3.16359 3.06704
C 1.05746 -1.39133 1.93391
C -0.67210 1.76096 0.94990
H -2.20875 0.85045 1.97611
H 0.49860 -0.99069 -3.46249
H 0.73368 0.31748 2.94340
C 0.68870 -1.60390 -0.40960
C 0.00143 -0.37851 -0.39025
H -2.50259 1.18620 -0.16545
O 1.93874 -2.57106 -2.37690
H 2.66550 -1.95514 -2.00707
C -2.02353 2.00012 0.43520
H 1.49428 -1.83663 2.83225
C -0.13824 -1.20790 -2.63233
O 0.99163 2.87869 2.25078
H 0.72719 3.11445 0.23585
C -0.02946 0.40874 0.71431
N -1.86138 1.79323 1.85016
H 0.19160 -3.23667 -1.92423
H 1.56329 -3.17135 0.64112
C 0.68958 -2.27794 -1.83036
H -0.38477 1.07757 -2.04200
N 0.13201 3.00294 1.10596
H -2.51491 2.88171 0.18618
H -0.96788 -1.59284 -3.13134
C 1.24868 -2.10085 0.75133
```

## Properties
Total charge: 0
Gap between HOMO and LUMO in eV: 9.82
SMILES string: ON[C@]1(c2cccc3c2CC[C@H]3O)CN1
Relative energy (zero: lowest compared OMol25 entry of this formula, charge and spin) in eV: 3.5274

Entry 5:
This record from the Open Molecules 2025 dataset describes the molecule C11H14N2O4. The level of theory is wB97M-V/def2-TZVPD.

```
31
C11H14N2O4, DFT wB97M-V/def2-TZVPD
C 1.77529 1.97094 -0.56943
C 0.97230 1.00344 0.02123
C 1.44981 -0.30181 0.11119
H 4.43678 0.06153 -1.38780
O -3.44025 -0.45307 -1.35161
H 4.16402 -2.18271 -0.73448
O -0.53023 2.41978 1.20005
H -1.24699 -0.18157 -0.43935
C 3.46605 0.32122 -0.99326
H -5.00429 -1.52535 -0.51482
H 3.28342 -2.35027 0.78772
H -3.38454 -1.94692 0.10320
H 3.63435 2.38008 -1.53900
H -4.69430 0.79050 -0.26838
N 0.65115 -1.30690 0.78530
H -3.03394 0.00881 1.38663
N -1.36526 0.53682 0.26198
H 2.49567 -2.76996 -0.73029
C -0.37176 1.40462 0.55740
H 1.41069 2.98482 -0.61768
O 0.50485 -1.19575 1.97837
H -3.84891 -2.40646 -1.54849
H -3.40430 1.53701 -1.25208
C -3.94785 -1.63905 -0.78342
H -2.79095 1.75104 1.12466
C 3.01442 1.62701 -1.07749
C 3.19160 -2.07435 -0.26299
C -3.64386 0.70815 -0.58081
O 0.18927 -2.19580 0.10087
C 2.69703 -0.66870 -0.39361
C -2.73603 0.76757 0.65458
```

## Properties
Total charge: 0
Gap between HOMO and LUMO in eV: 9.64
SMILES string: COCCNC(=O)c1cccc(C)c1[N+](=O)[O-]
Relative energy (zero: lowest compared OMol25 entry of this formula, charge and spin) in eV: 3.5972

Entry 6:
This record from the Open Molecules 2025 dataset describes a structure of composition C11H14N3O. The level of theory is wB97M-V/def2-TZVPD.

```
29
C11H14N3O, DFT wB97M-V/def2-TZVPD
C -3.45644 0.75940 0.33170
H -1.55586 1.06290 1.32704
H -5.45327 0.16797 -0.42517
H 2.85888 1.02425 -0.41960
H 1.66175 1.49798 1.77634
N 0.79878 0.05652 0.35396
C 2.31290 -0.91585 -0.40777
H 1.98746 -0.29845 2.07642
C 0.36345 -2.17280 0.12065
O -0.12086 -3.27340 0.17499
C 1.78167 -2.09354 -0.28942
C 3.38165 0.07666 -0.63023
C -4.28564 -0.07939 -0.38219
N 0.70615 1.08161 -0.57489
H 2.12628 -3.03983 -0.78516
C 1.16024 0.47233 1.76201
H -1.99762 -2.29826 -1.17928
C -2.14861 0.45194 0.60583
H -3.85702 1.65649 0.85606
C -2.31904 -1.48056 -0.73576
H 3.78944 -0.15771 -1.61653
H 0.21184 0.76250 -1.34982
N -0.21145 -0.95857 0.45736
H 0.28511 0.44262 2.39888
H 0.12974 1.79464 -0.12257
C -1.48197 -0.67503 0.08868
C -3.71245 -1.23185 -0.81639
H -4.15225 -1.91802 -1.57052
H 4.05475 -0.13267 0.11915
```

## Properties
Total charge: +1
Gap between HOMO and LUMO in eV: 8.80
Relative energy (zero: lowest compared OMol25 entry of this formula, charge and spin) in eV: 5.2457

Entry 7:
This record from the Open Molecules 2025 dataset describes the molecule C11H14N3P. The level of theory is wB97M-V/def2-TZVPD.

```
29
C11H14N3P, DFT wB97M-V/def2-TZVPD
N 2.57780 0.63313 -0.55591
H 3.32415 -1.74847 0.99442
C 2.87844 1.34604 0.66845
C 2.01421 -0.69371 -0.57257
C -4.40499 -0.09913 0.99703
C 2.74241 1.22761 -1.70008
H 1.57286 2.16898 2.17455
N -2.67581 0.57368 -0.60760
P 2.38852 -2.15594 0.09809
H 3.74252 0.82323 1.09342
H 3.03075 2.43256 0.48523
C 1.61753 1.33359 1.61060
H -1.22717 1.22357 -2.07278
H 0.87322 -1.82410 -2.21379
C -1.52391 0.45491 -1.31514
H -4.46204 -0.46196 2.00685
H 0.71258 -0.04010 -2.71462
C -0.94194 -1.55314 -0.06486
H 0.65524 1.29815 1.00605
H 1.57141 0.46312 2.28088
H -5.16159 -0.55624 0.23740
C -0.63759 -0.63210 -1.15964
N 2.97128 1.62667 -2.73920
H -4.75212 1.02398 1.04663
C -2.97788 -0.27487 0.40024
C -2.06959 -1.32572 0.75267
H -0.23606 -2.45868 0.06352
C 0.63944 -0.80130 -1.86540
H -2.24167 -2.00376 1.66555
```

## Properties
Total charge: 0
Gap between HOMO and LUMO in eV: 8.42
SMILES string: [H]/P=C(/Cc1ccc(C)nc1)N(C#N)CC

Entry 8:
This record from the Open Molecules 2025 dataset describes a structure of composition C11H14NO. The level of theory is wB97M-V/def2-TZVPD.

```
27
C11H14NO, DFT wB97M-V/def2-TZVPD
C -2.95188 0.24343 0.32191
H 3.78326 -0.37794 0.31727
H 1.43780 2.49978 -1.34255
H -4.35071 -1.44548 0.06173
H 1.28209 2.26836 0.39884
H -2.38496 2.71000 0.38716
C -1.36293 2.10102 0.50416
C -3.31529 -1.01875 -0.04800
C -2.39120 -1.85229 -0.60992
H 3.34666 -0.60969 -1.42876
C -1.03387 -1.50114 -0.54088
H -0.24731 -2.09515 -1.00108
C 0.77143 0.14407 -0.28885
C -1.61442 0.63656 0.28700
C 0.82349 2.12840 -0.53031
H -3.70512 0.95555 0.59695
C 3.18053 -0.04685 -0.46808
O -0.48014 2.46945 -0.59560
H 1.09358 -2.24242 1.03153
C 1.99802 -1.60023 0.91205
H 2.26232 -0.98941 1.80576
H -0.87534 2.25678 1.48747
N 1.84049 -0.48188 -0.01498
C -0.61668 -0.18362 -0.11056
H 2.87582 -2.25676 0.52380
H 3.43193 1.01494 -0.67366
H -2.79759 -2.72672 -0.98241
```

## Properties
Total charge: +1
Gap between HOMO and LUMO (alpha / beta) in eV: 7.50 / 5.63
<S²>: 2.04
Relative energy (zero: lowest compared OMol25 entry of this formula, charge and spin) in eV: 2.1228
2S+1: 3

Entry 9:
This record from the Open Molecules 2025 dataset describes a structure of composition C11H14NOP. The level of theory is wB97M-V/def2-TZVPD.

```
28
C11H14NOP, DFT wB97M-V/def2-TZVPD
H 2.58715 1.65538 -2.11501
C -3.40423 0.03818 -0.37257
C -0.73352 -0.46667 -0.58144
C -3.03919 -0.85127 -1.31308
C -1.21956 0.25347 0.54281
H -1.10142 -1.74953 -1.95301
C 1.74794 1.59263 -1.42751
H 0.37075 -2.81970 -1.33584
H 2.09662 -2.43530 -0.76555
H 1.37389 -1.97922 -2.41881
H 2.83740 1.19541 2.70911
C 1.73525 0.91067 3.01133
H 0.95376 1.40694 -2.12416
H -1.04655 0.65630 2.58011
P 1.90433 0.23369 -0.17226
H 1.52116 2.67366 -0.96474
N 0.64568 -0.78447 -0.68959
C -0.41249 0.66441 1.68313
H -2.94677 1.30358 1.30279
H 1.39589 1.79967 3.74618
C 0.88209 0.77891 1.83308
C 1.15416 -2.04981 -1.31727
C -1.65895 -1.01420 -1.42792
H -3.62700 -1.32732 -2.04655
C -2.56036 0.57128 0.53554
O 3.19326 -0.40404 -0.21617
H 1.83683 -0.12669 3.48130
H -4.48610 0.27403 -0.18389
```

## Properties
Total charge: 0
Gap between HOMO and LUMO in eV: 8.86
Relative energy (zero: lowest compared OMol25 entry of this formula, charge and spin) in eV: 0.0000

Entry 10:
This record from the Open Molecules 2025 dataset describes the molecule C11H14O2. The level of theory is wB97M-V/def2-TZVPD.

```
27
C11H14O2, DFT wB97M-V/def2-TZVPD
H 1.43852 -0.10625 1.61908
C 2.25708 -0.79674 -1.19974
C -3.76517 0.43938 -0.53647
O -1.03966 2.01976 1.27462
H 1.92124 -1.28654 -2.18836
H 0.74423 0.90773 -2.42660
C 1.78051 0.60287 0.85807
O -4.33463 -1.76990 -1.02293
C -2.14543 -1.31556 0.03049
H 0.02304 -1.69657 0.29183
C 1.18531 -0.04065 -0.45512
H 2.66399 -1.64007 -0.69244
H -3.47372 2.30838 0.36125
C -0.05074 -0.67387 0.00620
H 1.57332 1.99680 -1.30067
H -0.23868 1.42686 -1.20132
C -1.79013 1.11762 0.53699
H -4.68231 0.63688 -0.96402
H -1.47821 2.85359 1.17597
H 2.80738 0.73697 0.86862
H -3.95023 -2.60009 -1.20331
C -3.31645 -0.87468 -0.54771
C 0.80217 1.22236 -1.37235
H 1.21147 1.56845 1.02185
H 3.14848 -0.07568 -1.48712
C -3.12022 1.39246 0.19769
C -1.32522 -0.19398 0.37331
```

## Properties
Total charge: 0
Gap between HOMO and LUMO in eV: 7.31
Relative energy (zero: lowest compared OMol25 entry of this formula, charge and spin) in eV: 5.6715

Entry 11:
This record from the Open Molecules 2025 dataset describes the molecule C11H14O3S. The level of theory is wB97M-V/def2-TZVPD.

```
29
C11H14O3S, DFT wB97M-V/def2-TZVPD
H -3.08994 1.22251 1.73648
H -1.06233 3.29435 -1.56727
C -0.44401 2.75836 -0.84803
H 0.37617 -1.30703 -2.47208
C 0.10644 -1.91150 0.89275
C 1.93319 -0.77495 -1.12459
H 2.28261 -0.00810 -1.80212
H 0.58780 3.10676 -0.95095
C 1.62954 -1.73241 1.12089
C -0.27303 -1.11847 -0.35336
O 2.26019 1.99058 0.02898
C 2.17968 -0.68442 0.20015
H -2.85825 -0.42751 1.15517
H 2.14871 -2.67283 0.92605
C -0.23422 0.38328 -0.00022
O -0.58966 1.12894 2.22850
S 1.72313 0.91837 0.84142
H 0.84050 -2.64971 -1.40487
C -2.56922 0.61213 1.00200
H 1.83163 -1.45055 2.15581
C -0.43195 1.29192 -1.16417
C 0.73243 -1.56693 -1.47873
O -0.51714 0.87295 -2.29998
C -1.07856 0.74448 1.19247
H -0.13898 -2.96574 0.75239
H -0.76453 2.96453 0.17018
H -2.85847 0.89667 -0.00652
H -0.43915 -1.55318 1.76577
H -1.28257 -1.36253 -0.69612
```

## Properties
Total charge: 0
Gap between HOMO and LUMO in eV: 7.97
Relative energy (zero: lowest compared OMol25 entry of this formula, charge and spin) in eV: 1.0641

Entry 12:
This record from the Open Molecules 2025 dataset describes the molecule C11H14OSe. The level of theory is wB97M-V/def2-TZVPD.

```
27
C11H14OSe, DFT wB97M-V/def2-TZVPD
C -2.12896 0.17856 0.30101
C 0.06009 0.49486 -3.25614
C 0.39670 0.39508 0.36933
Se -0.64854 1.07682 1.67735
C 0.65743 0.42363 -2.11524
H -1.78450 0.57721 -4.40153
H 0.64068 0.38894 -4.12173
H 2.16913 -0.78164 -0.02851
H 2.63621 -1.09439 2.54505
C -1.30849 0.51313 -3.33278
H -3.19547 0.45579 -2.29885
H 0.12416 2.99208 2.85905
C -1.54816 0.37230 -1.01446
C -0.13006 0.31035 -0.92437
H 2.47572 0.65827 0.77768
H 1.19588 -0.26274 2.77529
H -2.10320 -0.78914 0.74589
C -2.14929 0.59516 -2.25537
H 0.66353 -2.56624 3.11436
C 1.65937 -0.91970 2.14640
C 1.75347 -0.14027 0.73004
H 1.71613 0.52631 -2.08549
O 0.52429 2.61786 2.03916
C 0.72733 -2.07869 2.07206
H -3.03813 0.65193 0.47432
H -0.35159 -1.67672 1.89221
H 0.98628 -2.91875 1.31527
```

## Properties
Total charge: 0
Gap between HOMO and LUMO (alpha / beta) in eV: 6.75 / 6.86
<S²>: 2.04
2S+1: 3